{"formula": "C5H9N2O3P", "method": "ωB97M-V/def2-TZVPD", "elements": ["C", "C", "C", "C", "C", "N", "N", "O", "O", "O", "P", "H", "H", "H", "H", "H", "H", "H", "H", "H"], "xyz": [[0.0582, 0.8433, -0.6859], [-1.0572, -1.2821, 0.1788], [1.9914, -0.6641, -0.2422], [-2.3187, 0.5949, -0.7175], [1.8004, 1.4746, 0.8139], [-0.9993, 0.0545, -0.5006], [1.2617, 0.4095, -0.0565], [0.0837, 1.9099, -1.3243], [-0.8124, -2.2391, -0.6463], [1.7551, -1.6443, -0.9218], [-1.5284, -1.3497, 1.7582], [3.0196, -0.5917, 0.4460], [-2.6759, 0.9649, 0.2252], [-2.2032, 1.4533, -1.3827], [-3.0138, -0.1709, -1.0567], [1.1387, 2.3724, 0.6322], [1.9562, 1.2295, 1.8165], [2.7675, 1.7037, 0.5086], [0.2437, -2.2810, -0.8489], [-1.4671, -2.7876, 2.0040]], "atomic_forces_ev_per_a": [[0.03, 1.20, -1.94], [2.10, 2.96, -6.05], [2.87, -0.89, 1.72], [0.00, 0.63, -0.48], [-1.60, 1.32, -1.61], [-0.60, -1.39, 1.32], [0.03, 1.47, 1.42], [-0.38, -1.79, 1.31], [2.69, -2.53, -1.03], [-0.20, -0.38, -0.23], [-1.90, -0.69, 6.53], [-2.27, -0.27, -1.77], [-0.42, 0.28, 0.59], [-0.40, -0.27, -0.17], [0.16, 0.11, -0.37], [0.99, -1.02, 0.64], [-0.73, -0.79, 1.75], [1.70, 0.74, -1.05], [-2.11, 0.43, -0.05], [0.05, 0.88, -0.52]], "total_energy_ha": -872.33470, "e_lumo_ev": [0.771, -2.570], "spin_multiplicity": 3, "homo_lumo_gap_ev": [7.2, 7.4], "homo_energy_ev": [-6.3820, -9.9660]}



{"formula": "C5H9N2O4S", "method": "ωB97M-V/def2-TZVPD", "elements": ["C", "C", "C", "C", "C", "N", "N", "O", "O", "O", "O", "S", "H", "H", "H", "H", "H", "H", "H", "H", "H"], "xyz": [[-1.1929, -0.5127, -0.2741], [1.8862, 1.7639, 0.8066], [-3.5325, -0.1729, -0.3393], [2.4662, 0.3982, 0.4853], [-0.1181, -1.1295, 0.3401], [-0.0219, -3.2133, 1.4331], [-0.1700, -2.2297, 0.9586], [-1.1099, 0.5150, -1.0800], [2.2013, -1.7887, -0.8654], [1.0581, 0.1538, -1.8586], [-2.3783, -0.8891, 0.0556], [1.4563, -0.6125, -0.6837], [0.9791, 1.8293, 1.4800], [2.7646, 2.4458, 1.0428], [1.4303, 2.3294, -0.0146], [-3.3111, 0.8031, 0.1447], [-4.4473, -0.7760, -0.1752], [-3.5276, -0.1015, -1.3884], [2.4277, -0.1789, 1.4506], [3.3744, 0.5162, 0.0487], [-0.2346, 0.8503, -1.5669]], "atomic_forces_ev_per_a": [[-1.70, 2.25, -0.81], [-0.61, 2.02, -0.16], [-0.33, 0.95, 0.19], [-4.73, -0.18, 2.12], [2.21, 4.22, -3.64], [-0.16, -0.81, 0.73], [0.46, -2.37, 0.72], [-0.96, 0.01, 0.46], [0.42, -1.72, -0.39], [0.56, -0.25, 0.64], [1.02, -2.04, 0.63], [1.13, 0.75, 1.70], [1.65, -0.49, 0.17], [-1.34, -0.84, 0.54], [0.47, -0.51, -0.76], [-1.60, -0.39, -0.40], [0.77, 0.60, 1.04], [0.24, 0.63, -1.45], [0.60, 0.10, -1.21], [2.80, -0.28, -1.33], [-0.91, -1.66, 1.24]], "total_charge": 1, "total_energy_ha": -1004.17900, "e_lumo_ev": -5.278, "smiles": "CCS(=O)(=O)/C([N+]#N)=C(\\O)OC", "homo_lumo_gap_ev": 9.6, "homo_energy_ev": -14.8711}



Energy relative to the best compared isomer or geometry (same formula, charge and spin) per entry: 350.3 0.0 kJ/mol